No. 1
Density functional theory data (ωB97M-V/def2-TZVPD) for a cluster of 11 separate species, C44H70F18O27 in total in a non-equilibrium geometry.

Properties
SMILES string ... CCOC(=O)C(F)(F)F.CCOC(=O)C(F)(F)F.CCOC(=O)C(F)(F)F.CCOC(=O)C(F)(F)F.CCOC(=O)C(F)(F)F.CCOC(=O)C(F)(F)F.CCOC(=O)OC.CCOC(=O)OC.CCOC(=O)OC.CCOC(=O)OC.CCOC(=O)OC
Lowest unoccupied orbital energy ... 0.0155 hartree
F_max ... 5.6 eV Å⁻¹

The geometry in XYZ format:
```
159
Properties=species:S:1:pos:R:3:mulliken_charge:R:1
C 7.12 5.03 1.69 -1.1385
C 7.00 3.66 1.08 -0.0172
O 5.75 3.47 0.49 -0.2085
C 5.37 2.29 0.04 0.3679
O 6.08 1.29 -0.03 -0.6120
C 3.85 2.27 -0.35 0.9225
F 3.19 1.28 0.31 -0.2601
F 3.25 3.46 0.02 -0.2407
F 3.79 1.98 -1.62 -0.1575
H 6.42 5.14 2.52 0.1520
H 6.81 5.81 0.99 0.3518
H 8.12 5.19 2.09 0.3753
H 7.12 2.86 1.82 0.1259
H 7.75 3.57 0.30 0.3768
C -2.65 -4.97 -4.62 -0.9177
C -3.83 -5.92 -4.37 -0.3605
O -4.84 -5.24 -3.47 -0.3442
C -4.59 -5.15 -2.12 0.4390
O -3.61 -5.70 -1.59 -0.5983
C -5.66 -4.34 -1.31 1.0030
F -5.99 -5.11 -0.31 -0.2387
F -5.10 -3.27 -0.78 -0.2095
F -6.66 -3.96 -2.14 -0.2374
H -1.95 -5.51 -5.26 0.4192
H -2.17 -4.53 -3.74 0.1452
H -2.93 -4.07 -5.18 0.2907
H -3.59 -6.89 -3.94 0.4351
H -4.29 -6.07 -5.35 0.3062
C -2.04 -2.04 -1.77 -0.9107
C -2.63 -0.89 -0.93 0.5390
O -1.78 -0.62 0.17 0.1675
C -0.57 0.04 0.13 -0.3861
O -0.08 0.64 -0.86 -0.8132
C 0.10 0.03 1.54 0.8419
F -0.79 -0.38 2.49 -0.1992
F 1.17 -0.73 1.68 0.0275
F 0.65 1.21 1.84 -0.0096
H -2.63 -2.24 -2.67 0.2340
H -1.92 -2.88 -1.08 -0.0685
H -1.04 -1.85 -2.14 0.5828
H -3.60 -1.26 -0.60 -0.4076
H -2.80 -0.04 -1.59 0.2357
C -5.39 -1.97 2.26 -0.1487
C -5.22 -0.70 3.06 -0.3012
O -6.30 0.19 2.85 -0.3079
C -6.54 0.78 1.66 0.4913
O -5.69 0.76 0.73 -0.5168
C -7.74 1.75 1.64 0.7385
F -8.42 1.58 2.74 -0.2478
F -7.23 3.02 1.71 -0.2602
F -8.53 1.62 0.59 -0.1990
H -5.32 -1.69 1.21 -0.2111
H -6.31 -2.41 2.61 0.4259
H -4.59 -2.71 2.29 -0.1115
H -4.28 -0.19 2.86 0.3123
H -5.24 -0.88 4.14 0.3071
C -2.11 0.74 -4.62 -0.1794
C -1.50 0.61 -6.03 -0.6078
O -1.45 1.89 -6.60 -0.2173
C -0.87 2.03 -7.85 0.2871
O -0.40 1.08 -8.49 -0.5646
C -0.75 3.49 -8.32 0.9976
F -1.43 3.62 -9.39 -0.2648
F -1.32 4.30 -7.42 -0.2602
F 0.48 3.80 -8.50 -0.2340
H -1.32 0.85 -3.87 -0.0524
H -2.68 -0.14 -4.30 -0.0244
H -2.83 1.55 -4.66 0.3982
H -2.17 -0.12 -6.49 0.3959
H -0.47 0.29 -6.12 0.3738
C -6.36 -1.90 -6.42 -1.0724
C -6.56 -2.75 -5.12 0.0071
O -7.12 -1.90 -4.14 -0.2765
C -6.33 -1.06 -3.30 0.2241
O -5.13 -0.89 -3.43 -0.4045
C -7.25 -0.43 -2.19 0.9504
F -6.92 -1.03 -1.09 -0.2811
F -6.93 0.80 -2.07 -0.1893
F -8.60 -0.60 -2.33 -0.2851
H -5.66 -1.12 -6.12 0.1680
H -7.24 -1.42 -6.85 0.3166
H -5.97 -2.58 -7.17 0.3924
H -5.61 -3.23 -4.87 -0.0123
H -7.24 -3.59 -5.27 0.3978
C 1.97 4.04 3.03 -1.2484
C 3.28 3.47 3.62 1.7137
O 3.78 4.28 4.64 -0.4148
C 5.03 4.05 5.17 0.6037
O 5.87 3.27 4.74 -0.5044
O 5.19 5.03 6.13 -0.3312
C 6.26 4.97 7.07 -0.7034
H 1.60 3.30 2.31 -0.0240
H 2.17 4.93 2.44 0.4559
H 1.20 4.20 3.79 0.3955
H 3.93 3.22 2.78 -0.3799
H 3.04 2.51 4.09 -0.4180
H 7.18 5.45 6.75 0.2884
H 6.40 3.94 7.39 0.3190
H 6.03 5.54 7.97 0.2684
C 5.15 0.24 3.18 -0.2113
C 4.91 -1.08 2.49 0.4114
O 5.76 -2.07 3.08 -0.3005
C 5.78 -3.38 2.55 0.5497
O 5.09 -3.71 1.58 -0.4607
O 6.56 -4.27 3.30 -0.3263
C 7.23 -3.85 4.49 -0.6257
H 4.26 0.83 2.93 -0.5142
H 5.98 0.82 2.77 0.3368
H 5.16 0.14 4.26 0.5107
H 5.11 -0.91 1.43 0.2283
H 3.89 -1.42 2.66 -0.3970
H 7.97 -3.07 4.31 0.2856
H 7.83 -4.72 4.78 0.2741
H 6.58 -3.68 5.34 0.2582
C -0.30 3.41 -2.94 -0.2504
C 0.95 4.36 -2.95 -0.5549
O 2.10 3.68 -3.36 -0.0999
C 2.44 3.63 -4.66 0.6581
O 1.81 4.08 -5.63 -0.6404
O 3.62 2.98 -4.73 -0.2275
C 4.34 2.80 -5.95 -0.6827
H -0.50 3.07 -3.96 -0.0474
H -1.19 3.96 -2.64 0.4463
H -0.04 2.55 -2.33 -0.0176
H 1.07 4.61 -1.90 0.2732
H 0.76 5.35 -3.38 0.3960
H 5.40 2.62 -5.74 0.2167
H 4.24 3.76 -6.45 0.3159
H 3.90 2.00 -6.56 0.2738
C -2.26 -4.19 3.07 -1.3528
C -1.70 -4.55 1.66 0.2566
O -0.61 -3.64 1.38 -0.0334
C 0.40 -4.07 0.58 0.4250
O 0.35 -5.10 -0.07 -0.6547
O 1.42 -3.17 0.71 0.1268
C 2.55 -3.20 -0.22 -0.7287
H -3.27 -4.59 3.13 0.4874
H -2.26 -3.11 3.24 0.1790
H -1.66 -4.73 3.80 0.3427
H -2.52 -4.36 0.96 -0.3230
H -1.42 -5.58 1.43 0.4899
H 3.34 -2.49 0.05 0.1010
H 2.15 -2.92 -1.19 0.3213
H 2.94 -4.21 -0.36 0.3709
C 0.49 2.85 7.23 -1.4344
C 1.40 2.00 6.33 0.8007
O 0.91 0.69 6.21 -0.4306
C 1.30 -0.11 5.16 0.5780
O 1.92 0.29 4.22 -0.1673
O 0.83 -1.35 5.27 -0.4270
C 1.18 -2.33 4.30 -0.0899
H -0.45 3.08 6.73 0.3359
H 0.93 3.82 7.44 0.3889
H 0.24 2.38 8.18 0.3658
H 2.44 2.01 6.65 0.2570
H 1.39 2.49 5.35 -0.5021
H 0.82 -2.07 3.31 -0.1984
H 0.82 -3.33 4.54 0.2883
H 2.26 -2.44 4.28 0.1714
```


No. 2
Density functional theory data (ωB97M-V/def2-TZVPD) for a cluster of 10 separate species, C44H71F7N3O11S2 in total in a non-equilibrium geometry.

Properties
Lowest unoccupied orbital energy ... -0.1570 hartree
Charge ... +1
F_max ... 3.1 eV Å⁻¹

The geometry in XYZ format:
```
138
Properties=species:S:1:pos:R:3:mulliken_charge:R:1
C 2.76 0.79 2.86 -1.1864
C 2.36 0.34 1.65 -0.8343
C 2.03 1.25 0.51 0.5790
C 3.08 1.96 -0.05 1.3014
C 4.48 1.89 0.41 -1.4103
C 5.27 0.78 -0.31 -0.3467
C 2.76 2.81 -1.16 0.6213
N 3.85 3.52 -1.69 -0.5822
C 4.41 3.10 -2.71 0.3099
S 4.99 2.94 -4.12 -0.2066
C 1.49 2.90 -1.66 -0.2869
S 1.24 4.06 -3.07 1.6764
C -0.05 5.23 -2.68 -1.1451
O 0.97 3.30 -4.26 -0.7041
O 2.40 4.90 -3.24 -0.6633
N 0.47 2.12 -1.09 0.1992
C -0.91 2.08 -1.61 -0.4189
F -1.18 0.77 -1.84 -0.2874
F -1.06 2.61 -2.81 -0.2543
C -2.03 2.72 -0.70 1.0691
F -2.29 3.93 -1.25 -0.3420
F -1.64 2.97 0.55 -0.2011
C -3.41 1.98 -0.75 0.5796
F -3.71 1.62 -1.99 -0.2465
F -4.32 2.88 -0.37 -0.2791
F -3.47 0.98 0.11 -0.0436
C 0.73 1.34 0.00 -0.1671
C -0.28 0.53 0.74 -0.6289
C -0.62 0.99 2.16 0.8440
C -1.73 0.17 2.76 -1.0633
N -0.12 1.95 2.81 -0.8068
H 2.22 1.53 3.44 0.2643
H 3.68 0.42 3.31 0.2633
H 2.27 -0.73 1.50 0.4118
H 4.58 1.74 1.48 0.6633
H 4.97 2.84 0.18 0.4814
H 4.75 -0.17 -0.27 0.4169
H 6.20 0.67 0.22 0.2382
H 5.48 1.03 -1.35 -0.0774
H 0.27 6.19 -3.05 0.5382
H -1.00 4.92 -3.09 0.3172
H -0.13 5.29 -1.59 0.3350
H 0.14 -0.47 0.83 1.0921
H -1.23 0.37 0.24 0.1449
H -1.82 -0.78 2.23 0.2584
H -2.65 0.72 2.55 0.2062
H -1.63 0.09 3.84 0.4794
H 0.59 2.43 2.25 0.3017
C 8.32 -1.33 3.40 -1.2395
C 6.97 -1.13 2.80 0.7969
O 6.79 -0.40 1.85 -0.4815
C 5.82 -1.88 3.42 -0.8632
H 9.05 -0.74 2.86 0.2766
H 8.30 -1.01 4.44 0.3230
H 8.61 -2.39 3.34 0.4345
H 5.71 -1.60 4.47 0.3192
H 6.00 -2.96 3.36 0.4062
H 4.90 -1.65 2.89 0.0098
C 7.02 -1.97 -4.21 -1.1816
C 5.92 -0.94 -4.16 0.7431
O 5.87 -0.10 -3.29 -0.4293
C 4.88 -1.01 -5.26 -1.0442
H 7.70 -1.81 -3.37 0.2745
H 6.60 -2.97 -4.14 0.3553
H 7.59 -1.87 -5.14 0.3465
H 4.38 -1.97 -5.24 0.3618
H 5.36 -0.87 -6.23 0.3482
H 4.15 -0.22 -5.11 0.1843
C -1.75 -3.95 -0.50 -1.5084
C -2.51 -2.74 -0.05 0.7988
O -2.15 -2.09 0.93 -0.7004
C -3.72 -2.36 -0.83 -0.8702
H -0.90 -4.12 0.16 0.3810
H -2.41 -4.83 -0.46 0.3322
H -1.39 -3.81 -1.52 0.4318
H -4.45 -3.17 -0.81 0.4895
H -3.45 -2.15 -1.87 0.4563
H -4.18 -1.47 -0.40 -0.0412
C 7.97 2.97 -1.41 -0.3236
C 8.58 3.97 -0.45 0.6895
O 9.03 3.62 0.62 -0.5419
C 8.58 5.42 -0.87 -1.1760
H 8.03 1.97 -0.98 0.1472
H 6.92 3.22 -1.59 -0.2782
H 8.52 2.99 -2.36 0.5079
H 7.56 5.76 -1.03 0.2946
H 9.15 5.53 -1.80 0.3422
H 9.04 6.02 -0.09 0.3301
C -5.76 -4.96 3.43 -1.2281
C -4.52 -4.67 2.62 0.9085
O -4.58 -4.47 1.43 -0.4634
C -3.21 -4.64 3.37 -0.9955
H -6.63 -4.95 2.78 0.2196
H -5.68 -5.94 3.90 0.4133
H -5.89 -4.20 4.21 0.2987
H -3.02 -5.61 3.83 0.3974
H -3.23 -3.87 4.14 0.3066
H -2.40 -4.42 2.67 0.1239
C 8.72 2.74 4.03 -0.9101
C 8.64 2.02 5.35 0.7371
O 8.40 0.83 5.41 -0.5156
C 8.87 2.84 6.60 -1.1995
H 8.53 2.04 3.22 0.1577
H 7.97 3.54 4.00 0.3420
H 9.71 3.18 3.90 0.3652
H 8.13 3.63 6.67 0.3220
H 9.87 3.27 6.58 0.3279
H 8.79 2.20 7.47 0.3218
C -8.33 -2.31 -2.92 -1.0229
C -7.64 -2.85 -1.70 0.6817
O -6.43 -2.91 -1.61 -0.4818
C -8.51 -3.32 -0.56 -0.9179
H -7.59 -2.00 -3.65 0.3066
H -8.96 -3.07 -3.35 0.3302
H -8.94 -1.44 -2.65 0.2998
H -9.16 -4.13 -0.90 0.5220
H -9.11 -2.50 -0.19 0.3191
H -7.88 -3.69 0.25 -0.0043
C -12.23 -2.70 -6.17 -1.1179
C -11.10 -1.92 -5.55 0.7597
O -10.57 -2.29 -4.52 -0.4931
C -10.65 -0.68 -6.27 -1.0665
H -12.46 -3.57 -5.56 0.2946
H -13.12 -2.07 -6.24 0.3309
H -11.95 -3.03 -7.17 0.3353
H -11.47 0.03 -6.34 0.3395
H -10.30 -0.93 -7.27 0.3311
H -9.83 -0.22 -5.72 0.2484
C -6.97 -0.88 1.99 -0.5505
C -8.05 -1.43 2.90 0.7402
O -8.91 -2.17 2.49 -0.5321
C -8.00 -1.00 4.35 -1.2689
H -7.12 -1.26 0.98 -0.0455
H -7.02 0.21 1.97 0.4665
H -5.99 -1.19 2.35 0.1752
H -8.09 0.08 4.43 0.3563
H -7.05 -1.32 4.80 0.2931
H -8.82 -1.46 4.89 0.3300
```


No. 3
Density functional theory data (ωB97M-V/def2-TZVPD) for a structure of composition C44H72N9O2PSr.

Properties
Lowest unoccupied orbital energy ... -0.1916 hartree
Charge ... +2
F_max ... 1.0 eV Å⁻¹

The geometry in XYZ format:
```
129
Properties=species:S:1:pos:R:3:mulliken_charge:R:1
Sr 0.05 0.08 -0.56 1.2184
C 6.78 -2.60 -2.38 -1.6633
C 5.31 -2.41 -2.18 -0.1592
C 4.44 -3.45 -2.05 -1.3400
C 3.02 -3.28 -1.92 0.8513
C 2.36 -4.52 -1.85 -0.2494
N 1.12 -4.98 -1.88 -0.0265
C -0.19 -4.34 -2.00 1.4391
C -1.06 -5.05 -3.05 -0.8345
C -2.43 -5.51 -2.53 -1.0057
N -3.09 -4.54 -1.64 -0.0450
C -3.09 -3.23 -1.77 -0.8244
C -2.86 -2.51 -2.96 0.6906
C -3.34 -2.94 -4.22 -0.9818
C -3.25 -2.13 -5.32 0.5365
C -3.82 -2.49 -6.65 -1.5421
C -2.56 -0.90 -5.16 -1.3338
C -2.01 -0.46 -3.98 1.8775
C -1.11 0.70 -4.08 -1.1412
N -0.24 1.07 -3.24 0.6031
C 0.69 2.09 -3.75 -1.3603
C 1.08 3.13 -2.71 -0.6585
C 2.06 2.64 -1.62 -1.2120
N 2.07 1.18 -1.50 1.3624
C 3.09 0.58 -1.94 -1.5701
C 3.40 -0.86 -1.98 1.8382
C 4.74 -1.12 -2.17 -0.8561
C 2.45 -1.96 -1.84 -0.0906
O 1.22 -1.76 -1.66 -0.0762
C -2.20 -1.25 -2.78 -0.9541
O -1.77 -0.91 -1.64 0.3986
H 7.09 -3.60 -2.11 0.4027
H 7.35 -1.90 -1.76 0.3891
H 7.07 -2.43 -3.41 0.3559
H 4.83 -4.46 -2.06 0.2830
H 3.05 -5.36 -1.79 0.4660
H 1.07 -5.98 -1.78 0.3379
H -0.65 -4.39 -1.02 -0.6095
H -0.03 -3.29 -2.23 -0.5223
H -0.57 -5.95 -3.42 0.5954
H -1.18 -4.40 -3.92 0.1434
H -2.33 -6.42 -1.93 0.4401
H -3.09 -5.76 -3.37 0.3743
H -3.35 -4.90 -0.73 0.4215
H -3.24 -2.68 -0.85 0.6008
H -3.85 -3.89 -4.30 0.4585
H -4.32 -3.46 -6.61 0.4042
H -3.05 -2.55 -7.41 0.3656
H -4.55 -1.75 -6.98 0.3604
H -2.41 -0.29 -6.04 0.5245
H -1.16 1.18 -5.06 0.2121
H 0.26 2.59 -4.63 0.6703
H 1.59 1.57 -4.09 0.3049
H 0.17 3.53 -2.26 0.4071
H 1.55 3.97 -3.22 0.4444
H 1.80 3.07 -0.66 -0.0631
H 3.08 2.98 -1.86 0.5722
H 3.92 1.19 -2.35 0.2879
H 5.40 -0.27 -2.29 0.4672
N -2.09 0.04 1.65 0.5820
C -3.42 0.67 1.76 -0.7147
C -4.08 0.85 0.40 0.3193
C -4.15 2.30 -0.07 -1.2867
C -2.83 3.05 -0.08 -0.5887
N -1.77 2.29 -0.74 0.3500
H -2.22 -0.92 1.35 -0.4187
H -1.65 -0.05 2.56 -0.3166
H -3.30 1.63 2.26 0.4513
H -4.08 0.08 2.41 0.5770
H -5.09 0.46 0.42 0.4423
H -3.52 0.25 -0.33 -0.6735
H -4.85 2.85 0.56 0.3985
H -4.58 2.32 -1.08 0.4365
H -2.51 3.29 0.94 0.0971
H -2.99 4.02 -0.57 0.5505
H -0.98 2.92 -0.88 -0.2059
H -2.07 2.02 -1.67 -0.0160
C 4.90 -1.47 1.82 -1.6204
C 3.53 -1.39 1.34 0.0912
N 2.45 -1.32 0.98 0.4125
H 4.90 -1.47 2.91 0.3698
H 5.46 -0.62 1.45 0.3922
H 5.36 -2.39 1.46 0.4224
C -1.52 -0.96 5.61 -1.6908
C -1.70 -2.26 4.84 0.4574
C -3.13 -2.38 4.35 -1.4365
P -0.47 -2.38 3.44 0.7480
C 1.10 -2.45 4.46 0.5937
C 1.69 -1.04 4.54 -1.5084
C 2.14 -3.44 3.93 -1.7135
C -0.65 -4.13 2.85 0.4720
C -1.62 -4.20 1.68 -0.8996
C -0.98 -5.18 3.90 -1.9238
H -2.32 -0.85 6.34 0.4781
H -1.56 -0.09 4.95 0.2391
H -0.58 -0.91 6.15 0.3813
H -1.50 -3.09 5.53 0.7372
H -3.38 -1.59 3.65 0.0229
H -3.83 -2.30 5.18 0.5453
H -3.33 -3.33 3.86 0.2400
H 0.82 -2.76 5.47 0.5743
H 1.99 -0.69 3.56 -0.0389
H 2.57 -1.04 5.19 0.5877
H 0.99 -0.31 4.93 0.2908
H 2.34 -3.28 2.87 0.1789
H 1.83 -4.47 4.06 0.3246
H 3.07 -3.30 4.47 0.4837
H 0.34 -4.34 2.43 0.4516
H -1.62 -5.20 1.25 0.5879
H -1.34 -3.48 0.90 -0.3770
H -2.65 -3.97 1.98 0.1175
H -2.00 -5.07 4.28 0.3407
H -0.31 -5.11 4.76 0.4028
H -0.89 -6.18 3.49 0.4469
C -0.96 4.13 3.56 -1.4771
C 0.09 3.31 2.90 0.6355
C 1.47 3.36 2.95 -1.5537
C 1.91 2.34 2.10 -0.1897
N 0.88 1.70 1.55 1.2337
N -0.21 2.31 2.06 0.7126
C 3.32 1.95 1.80 -0.9066
H -0.53 4.67 4.40 0.4039
H -1.77 3.51 3.94 0.3018
H -1.38 4.86 2.87 0.2361
H 2.07 4.04 3.53 0.5786
H -1.11 1.94 1.79 -0.6588
H 3.95 2.83 1.71 0.4721
H 3.37 1.38 0.87 -0.2288
H 3.73 1.34 2.60 0.2892
```